Entry 1:
{"formula": "C3H2NO3S", "method": "ωB97M-V/def2-TZVPD", "symbols": ["S", "O", "O", "O", "N", "C", "C", "C", "H", "H"], "positions_angstrom": [[1.887515, 0.358781, -1.968831], [-0.887743, 0.905194, 0.855952], [2.860196, 1.523168, -1.988444], [0.841603, -3.172611, -1.091559], [0.640898, 0.679338, -0.800874], [-0.224359, 0.182956, 0.060459], [0.483026, -2.187220, -0.540175], [-0.121208, -1.312876, 0.212297], [-0.516371, -1.721202, 1.047686], [0.641591, 1.637797, -0.894484]], "forces_ev_per_a": [[0.32, -2.57, -1.45], [0.21, -1.39, -1.33], [-0.01, 0.55, 0.76], [-0.35, 1.90, 0.75], [0.11, 0.06, -0.62], [0.77, -0.28, 2.08], [0.73, -2.46, -1.32], [0.34, 2.54, -1.95], [-1.34, -1.21, 2.64], [-0.78, 2.85, 0.45]], "smiles": "O=C=CC(=O)NS[O-]", "relative_energy_kj_mol": 233.5, "homo_lumo_gap_ev": 5.8, "homo_energy_ev": -2.31, "lumo_ha": 0.1287, "total_charge": -1}

Entry 2:
{"formula": "CH8N2O3", "method": "ωB97M-V/def2-TZVPD", "symbols": ["O", "O", "O", "N", "N", "C", "H", "H", "H", "H", "H", "H", "H", "H"], "positions_angstrom": [[-1.257281, 0.401167, 0.950574], [2.116891, -1.449367, -0.358709], [-1.707124, -2.496652, -0.472812], [-0.211936, 1.223660, -0.886778], [0.289533, 2.098016, 1.166805], [-0.451342, 1.166060, 0.480393], [1.734410, -2.321710, -0.364995], [1.208338, 2.262379, 0.811712], [-0.858875, 0.744537, -1.489332], [-1.451770, -1.697175, -0.000422], [0.183369, 2.070775, -1.244225], [-1.228840, -3.214235, -0.052504], [0.213611, 2.090385, 2.168264], [1.421017, -0.877839, -0.707972]], "forces_ev_per_a": [[-0.27, -0.42, 0.53], [0.06, 0.56, -0.03], [0.07, 0.01, -0.26], [0.33, -0.28, 0.29], [-0.25, -0.09, 0.25], [0.03, 0.41, -1.08], [-0.18, -0.46, -0.02], [0.35, 0.20, -0.05], [-0.10, -0.03, 0.13], [-0.09, 0.20, 0.26], [0.01, 0.16, -0.20], [0.01, -0.03, 0.11], [-0.02, -0.22, 0.07], [0.06, -0.01, 0.02]], "smiles": "NC(N)=O.O.O", "relative_energy_kj_mol": 42.4, "homo_lumo_gap_ev": 11.2, "homo_energy_ev": -10.59, "lumo_ha": 0.0207}

Entry 3:
{"formula": "C5H10O3Sm", "method": "ωB97M-V/def2-TZVPD", "symbols": ["Sm", "O", "O", "O", "C", "C", "C", "C", "C", "H", "H", "H", "H", "H", "H", "H", "H", "H", "H"], "positions_angstrom": [[0.020372, 1.548085, -0.145605], [0.780822, -0.528608, -0.164140], [-1.757944, 0.462031, -0.091820], [1.859853, 1.885594, 0.015228], [-1.509585, -0.837052, 0.601487], [2.177312, -0.493757, -0.341624], [2.670772, 0.795476, 0.326958], [-3.111691, 0.806067, -0.264144], [-0.356780, -1.467872, -0.072103], [0.003819, -2.338239, 0.493866], [2.710035, 0.622283, 1.422806], [-0.551711, -1.704063, -1.129751], [-3.192337, 1.509876, -1.103612], [-1.243769, -0.559562, 1.640012], [-3.506813, 1.272667, 0.650467], [2.638855, -1.397361, 0.086482], [-3.694185, -0.097708, -0.493570], [3.715918, 0.954615, -0.001745], [2.347049, -0.432471, -1.429195]], "forces_ev_per_a": [[-3.45, 1.74, -0.28], [0.15, 2.03, 0.59], [-2.07, -1.29, -0.45], [3.97, 0.61, 0.23], [1.28, 0.02, 0.55], [0.90, -0.68, -0.80], [1.92, -1.36, 0.78], [-1.38, 0.08, -0.16], [-0.86, -1.45, -0.32], [-0.32, 0.16, -0.25], [-0.10, 0.25, -0.43], [-0.07, -0.27, 0.39], [0.00, -0.06, 0.16], [-0.29, -0.11, -0.08], [0.06, -0.19, -0.24], [0.09, 0.39, -0.21], [0.24, 0.32, 0.10], [-0.45, 0.09, 0.14], [0.37, -0.28, 0.28]], "relative_energy_kj_mol": 302.7, "homo_lumo_gap_ev": [6.2, 6.5], "spin_multiplicity": 6, "homo_energy_ev": [-10.99, -11.12], "lumo_ha": [-0.1755, -0.1709], "total_charge": 1}

Entry 4:
{"formula": "C35H39MoN3O2Sb", "method": "ωB97M-V/def2-TZVPD", "symbols": ["Sb", "Mo", "O", "O", "N", "N", "N", "C", "C", "C", "C", "C", "C", "C", "C", "C", "C", "C", "C", "C", "C", "C", "C", "C", "C", "C", "C", "C", "C", "C", "C", "C", "C", "C", "C", "C", "C", "C", "C", "C", "C", "C", "H", "H", "H", "H", "H", "H", "H", "H", "H", "H", "H", "H", "H", "H", "H", "H", "H", "H", "H", "H", "H", "H", "H", "H", "H", "H", "H", "H", "H", "H", "H", "H", "H", "H", "H", "H", "H", "H", "H"], "positions_angstrom": [[-1.987297, -0.195783, -1.227479], [-0.088057, 1.010844, 0.492743], [-1.195060, 0.409288, 1.728630], [0.895817, 1.563938, -0.917034], [1.000490, 2.818964, 1.225273], [-1.548902, 2.658849, 0.668221], [0.937415, -0.474599, 0.595612], [-2.795814, -0.501426, 3.263023], [5.007183, 1.785229, -1.253599], [-4.440508, 1.595730, -1.779857], [1.822963, -2.611910, -2.958134], [3.625520, -0.880104, 3.857643], [-2.406560, 0.434969, 2.319755], [-1.535160, 0.397241, -3.248796], [1.401939, -2.066316, -1.766931], [-2.212067, -0.529217, -4.255500], [-1.865976, -2.363551, -1.029650], [-4.032876, -0.370331, 3.875719], [2.224405, 1.681043, -1.097820], [3.062068, -3.247074, -3.035435], [2.979351, -0.611009, 2.667250], [3.460167, -2.772598, -0.712801], [-3.205945, -3.062204, -1.208997], [-4.106851, 0.249146, -1.149609], [3.814690, -2.197807, 4.264188], [-3.253911, 1.512533, 1.975439], [-2.701124, 2.631428, 1.260924], [3.874461, -3.322311, -1.912395], [2.558225, -1.664508, 1.850594], [2.230916, 3.054525, 0.904811], [2.974625, 2.284817, -0.056632], [-0.922303, 3.978384, 0.547504], [2.867506, 1.242376, -2.245442], [2.212788, -2.132643, -0.621857], [4.371751, 2.332977, -0.161253], [2.745141, -2.990954, 2.261500], [-4.512007, 1.600299, 2.585534], [1.849916, -1.404650, 0.589150], [4.249550, 1.271952, -2.307406], [3.349768, -3.244946, 3.479658], [-4.894432, 0.669693, 3.531066], [0.154460, 3.936553, 1.644405], [2.377619, -3.809178, 1.656639], [-0.451076, 0.390384, -3.367929], [4.327074, -2.405809, 5.193611], [-4.322944, -1.079242, 4.639352], [-0.441072, 4.078709, -0.426470], [-4.551911, -0.565872, -1.722295], [-1.149999, -2.710814, -1.774086], [-3.598859, -2.937902, -2.217834], [-3.249912, 3.568706, 1.365854], [1.192986, -2.551291, -3.836261], [0.702444, 4.877478, 1.700646], [-1.878187, 1.426227, -3.361295], [-4.453203, 0.178871, -0.120457], [-1.950914, -0.218672, -5.266633], [-3.298735, -0.498286, -4.168465], [3.475657, -4.267559, 3.808146], [-5.849736, 0.764730, 4.028287], [-1.630479, 4.793683, 0.700230], [-2.124010, -1.311161, 3.518204], [4.837010, -3.811323, -1.972776], [4.747529, 0.895131, -3.190897], [-0.312818, 3.729430, 2.608877], [-1.891418, -1.563573, -4.122584], [-4.204690, 1.608377, -2.843267], [-3.955608, -2.726858, -0.492822], [-1.448665, -2.526861, -0.035039], [-5.171965, 2.419480, 2.326123], [2.833647, 0.410241, 2.332462], [-5.510953, 1.780917, -1.687882], [2.695553, 3.974787, 1.261302], [-3.918118, 2.427444, -1.304127], [0.440586, -1.572418, -1.707622], [6.086505, 1.787204, -1.310786], [2.282418, 0.859737, -3.070348], [4.123435, -2.808512, 0.138384], [4.947603, 2.783922, 0.637756], [3.390404, -3.667776, -3.976554], [-3.058234, -4.131171, -1.049062], [3.996754, -0.067981, 4.467570]], "forces_ev_per_a": [[-0.23, -0.14, -0.71], [1.18, -0.08, 0.14], [-1.92, -1.25, 2.43], [0.80, 0.71, -2.76], [0.04, -0.49, 0.12], [-0.50, 0.22, 0.06], [-0.27, 0.64, -0.04], [0.41, -0.15, -0.20], [0.01, 0.01, -0.01], [0.03, -0.02, 0.00], [-0.17, 0.01, -0.02], [0.05, 0.08, -0.02], [-0.98, 0.35, 0.26], [0.07, -0.22, 0.14], [0.07, 0.16, -0.02], [-0.02, -0.03, 0.15], [-0.13, 0.31, -0.06], [-0.05, 0.08, -0.06], [0.96, 0.26, 0.24], [0.01, 0.06, 0.08], [-0.09, 0.03, -0.03], [0.05, 0.00, 0.09], [-0.03, 0.03, 0.03], [0.30, 0.18, 0.11], [-0.05, 0.01, -0.05], [0.26, -0.35, 0.11], [0.17, 0.09, -0.02], [0.01, -0.09, -0.07], [-0.05, 0.14, -0.03], [-0.02, -0.01, -0.03], [-0.24, -0.33, -0.24], [0.22, 0.23, 0.10], [-0.36, -0.14, -0.09], [-0.36, 0.10, 0.03], [-0.03, 0.06, 0.12], [-0.04, 0.05, 0.00], [0.09, 0.11, -0.10], [0.80, -0.64, 0.05], [0.02, 0.05, 0.08], [0.08, -0.09, 0.01], [-0.03, -0.07, 0.04], [-0.31, 0.19, -0.03], [0.03, -0.01, -0.03], [-0.01, 0.03, 0.09], [-0.03, -0.01, 0.02], [-0.02, -0.02, -0.02], [-0.09, 0.08, 0.00], [0.06, -0.08, 0.07], [-0.07, 0.05, 0.10], [-0.03, 0.02, 0.01], [0.03, 0.02, -0.07], [0.00, -0.02, -0.01], [0.11, -0.08, -0.01], [0.04, 0.02, 0.12], [0.05, -0.10, 0.00], [-0.03, -0.04, -0.02], [-0.01, -0.01, -0.04], [0.01, 0.00, 0.01], [-0.02, -0.02, -0.04], [-0.02, -0.05, -0.01], [0.00, 0.03, 0.05], [0.01, 0.02, 0.01], [-0.01, 0.01, -0.01], [0.06, 0.03, 0.00], [-0.01, -0.02, -0.08], [0.01, 0.05, 0.00], [-0.01, 0.01, -0.01], [0.06, -0.04, -0.04], [0.02, 0.04, 0.06], [0.04, 0.00, 0.06], [-0.01, 0.00, 0.00], [-0.05, -0.02, 0.08], [-0.01, 0.01, -0.01], [0.23, 0.03, -0.04], [0.00, 0.03, -0.02], [-0.01, -0.06, -0.01], [0.00, 0.04, 0.03], [0.00, 0.07, -0.03], [0.02, -0.03, 0.02], [-0.03, 0.00, -0.01], [-0.01, 0.00, 0.02]], "homo_lumo_gap_ev": 6.3, "homo_energy_ev": -16.89, "lumo_ha": -0.3875, "total_charge": 3}

Entry 5:
{"formula": "C2H6N4S", "method": "ωB97M-V/def2-TZVPD", "symbols": ["S", "N", "N", "N", "N", "C", "C", "H", "H", "H", "H", "H", "H"], "positions_angstrom": [[0.988622, -0.943230, 2.307204], [-0.273037, 0.934444, 0.363218], [0.101226, 0.348078, -1.861599], [-0.494989, 2.231243, -0.191495], [0.354552, -1.815569, 0.980851], [-0.035292, 0.054734, -0.607994], [0.036132, -1.364316, -0.153359], [1.134733, -2.118263, 3.069555], [0.226394, -0.466435, -2.473375], [0.427717, 2.397486, -0.613015], [-1.184981, 2.104203, -0.952993], [-1.019090, 0.742742, 1.034309], [-0.261989, -2.105116, -0.901308]], "forces_ev_per_a": [[-0.33, -1.42, 0.21], [-1.09, 2.23, 0.40], [-0.20, 0.27, 0.82], [0.38, 0.32, 0.39], [0.51, -0.40, 0.54], [0.27, -3.11, -2.32], [-0.26, 0.16, 0.09], [-0.09, 1.32, -0.77], [0.15, 0.18, 0.70], [-0.85, 0.55, -0.22], [0.80, 0.26, 0.19], [0.68, -0.43, -0.13], [0.03, 0.08, 0.11]], "smiles": "[H]/N=C(\\C=N/S)NN", "relative_energy_kj_mol": 229.4, "homo_lumo_gap_ev": 9.7, "homo_energy_ev": -9.26, "lumo_ha": 0.0175}

Entry 6:
{"formula": "C7H21N2OSi2", "method": "ωB97M-V/def2-TZVPD", "symbols": ["Si", "Si", "O", "N", "N", "C", "C", "C", "C", "C", "C", "C", "H", "H", "H", "H", "H", "H", "H", "H", "H", "H", "H", "H", "H", "H", "H", "H", "H", "H", "H", "H", "H"], "positions_angstrom": [[1.220639, 0.602487, -1.203258], [-1.350113, 0.324066, 0.875718], [-0.253071, -0.090629, -0.293785], [1.100167, -2.526201, 0.794860], [-0.676624, -2.548681, -0.806818], [2.624603, 0.336700, 0.077214], [0.696013, 2.477732, -1.328264], [0.294846, -2.669890, -0.122137], [1.326021, -0.641006, -2.562926], [-2.545137, 1.124078, -0.312451], [-0.429098, 1.228987, 2.181365], [-2.018673, -1.176847, 1.915791], [2.181526, -0.346571, -3.127105], [2.017527, -2.439770, 1.091387], [-0.354313, 2.615679, -1.221930], [-2.722579, 0.450181, -1.071870], [-0.513884, -1.009375, -0.647837], [1.502308, -1.682618, -2.202064], [-1.123563, -3.340211, -1.144745], [0.445571, 0.625408, 2.669646], [2.202375, 0.305771, 1.077620], [-1.288250, -0.963573, 2.726735], [0.532884, -0.562632, -3.221181], [-0.051927, 2.235766, 2.081853], [-3.079508, -1.112229, 2.135526], [3.280618, 1.158103, 0.331200], [-2.126209, 2.030170, -0.728760], [-1.225250, 1.286507, 2.843345], [3.203033, -0.579742, -0.035745], [-3.530674, 1.190616, 0.172243], [1.184537, 2.989326, -2.147154], [-1.675293, -2.232236, 1.647480], [1.151500, 2.940633, -0.443952]], "forces_ev_per_a": [[-0.32, 0.61, 2.02], [-1.64, -0.21, 0.96], [2.41, -0.83, -1.99], [-4.37, -0.73, -2.83], [-1.29, 1.10, -1.55], [-0.68, 0.25, 0.20], [1.83, -1.59, 0.72], [5.55, -0.14, 5.70], [1.27, -0.19, 1.60], [-0.42, 0.78, 2.83], [2.70, -0.55, -0.34], [2.58, -0.32, -1.04], [0.96, 0.09, -0.56], [1.82, -0.08, -0.06], [-0.67, 0.18, -0.53], [-0.08, -1.65, -1.89], [-0.18, 0.58, -0.40], [-0.24, 0.92, -0.29], [-1.28, -1.52, -1.02], [-1.82, 0.77, -0.87], [-0.80, -0.54, 0.17], [-1.28, -0.30, 0.43], [-1.85, -0.19, -1.30], [0.02, 0.32, -0.48], [0.14, -0.05, 0.36], [0.57, 0.44, -0.99], [-0.50, 0.36, 0.09], [-1.33, 0.24, 2.10], [0.05, 0.11, -0.28], [0.23, 0.84, -0.21], [-0.39, 0.06, -0.48], [-0.93, 1.43, -0.13], [-0.04, -0.18, 0.07]], "relative_energy_kj_mol": 28.5, "homo_lumo_gap_ev": 11.3, "homo_energy_ev": -13.81, "lumo_ha": -0.0925, "total_charge": 1}